Record 1
Density functional theory data (ωB97M-V/def2-TZVPD) for a 6-piece molecular cluster, C29H58BF4N9O overall at a distorted geometry.

Output
E_LUMO in eV: -7.75
Total charge: +4
Highest occupied orbital energy in eV: -18.3
Electronic energy in hartree: -2131.12516
Orbital gap in eV: 10.5953

XYZ file:
```
102
Properties=species:S:1:pos:R:3:forces:R:3
C 2.2593 13.0725 -14.4338 -0.51 -0.12 -0.43
C 3.5382 12.2473 -14.3708 0.02 0.93 -0.35
N 3.6508 11.5610 -13.0786 0.86 -0.34 0.08
C 3.5728 12.1619 -11.8348 -0.33 -0.35 -0.55
C 3.6717 11.1680 -10.9216 0.19 -0.04 0.30
N 3.8982 9.9714 -11.5969 0.57 1.42 -0.08
C 3.9330 10.2754 -12.8889 -1.07 -0.46 -0.61
C 4.2186 8.6678 -11.0296 -0.84 -0.64 0.67
H 1.9994 13.5394 -13.4870 0.18 0.13 -0.01
H 1.3965 12.4731 -14.7298 0.09 -0.20 0.18
H 2.3295 13.8451 -15.1990 0.25 0.08 0.13
H 4.4100 12.8888 -14.5244 -0.01 0.12 0.45
H 3.5833 11.5667 -15.2212 -0.16 -0.56 0.43
H 3.4585 13.2275 -11.7566 -0.13 -0.04 0.24
H 3.5827 11.2574 -9.8524 0.18 -0.29 0.02
H 3.9495 9.5533 -13.6901 0.30 -0.05 0.07
H 4.4647 8.7628 -9.9749 0.21 0.27 -0.10
H 5.0261 8.1652 -11.5514 0.03 0.22 -0.14
H 3.3166 8.0548 -11.0502 0.10 -0.10 -0.19
C 5.4599 16.7180 -10.0055 -0.44 0.52 -0.95
C 6.1529 18.0091 -9.5730 2.01 -1.09 0.48
N 5.6078 19.2208 -10.1193 -1.63 2.03 0.23
C 5.2422 19.4657 -11.4219 0.13 -0.56 -0.26
C 4.7504 20.7366 -11.5121 1.50 -0.26 -0.15
N 4.9414 21.2904 -10.2740 -0.97 -0.05 1.48
C 5.3457 20.3501 -9.4260 0.89 -0.66 -0.47
C 4.5742 22.6600 -9.8834 0.57 0.73 -0.76
H 4.4796 16.6470 -9.5378 0.10 -0.22 0.22
H 6.0361 15.8002 -9.9226 0.24 0.24 0.77
H 5.2782 16.7150 -11.0845 -0.02 0.32 -0.01
H 7.2160 18.0567 -9.8481 -0.16 -0.62 -0.49
H 6.2757 18.1063 -8.4921 -0.80 0.09 0.06
H 5.4400 18.6904 -12.1440 -0.37 0.16 -0.24
H 4.5408 21.3531 -12.3694 -0.37 -0.15 0.00
H 5.5575 20.4625 -8.3751 -0.21 0.16 0.02
H 4.4606 22.8425 -8.8189 -0.35 -0.69 0.06
H 3.6975 22.9290 -10.4645 -0.16 0.13 0.32
H 5.3913 23.3259 -10.1696 -0.06 -0.06 -0.23
C 12.2220 14.0090 -19.8371 0.48 -0.22 1.76
C 10.7880 13.7352 -19.3556 -0.12 0.61 -2.04
N 10.4682 14.5565 -18.1832 0.11 0.05 0.54
C 9.9567 15.8595 -18.1306 -1.17 -1.70 0.13
C 9.6882 16.0918 -16.8119 1.29 1.51 -0.88
N 10.3030 15.1142 -16.0812 -0.89 -0.86 -0.37
C 10.6693 14.1523 -16.9396 0.74 0.45 0.73
C 10.3411 14.9906 -14.6196 -0.12 0.07 -0.30
H 12.9479 13.5332 -19.1684 -0.13 -0.19 0.00
H 12.3908 15.0683 -19.6386 0.10 0.12 -0.72
H 12.5110 13.6890 -20.8318 -0.55 0.18 -0.21
H 10.4648 12.7032 -19.2368 0.47 -0.08 0.61
H 10.1272 14.0725 -20.1592 -0.11 0.23 0.17
H 9.5915 16.3373 -19.0234 0.21 0.18 0.02
H 9.2863 17.0141 -16.4286 -0.10 -0.25 0.43
H 11.1882 13.2680 -16.6035 -0.15 -0.19 -0.31
H 9.5671 15.6509 -14.2391 0.01 -0.15 0.20
H 11.3236 15.2674 -14.2439 0.00 0.03 -0.04
H 10.1150 13.9584 -14.3689 -0.06 0.08 0.20
C 6.7873 11.3399 -16.2863 -0.10 -1.10 -1.07
C 5.9263 11.0171 -17.5169 0.67 1.27 0.39
N 5.2848 12.2275 -18.1007 -1.74 -0.04 0.31
C 4.1582 12.0720 -18.8914 -0.07 -0.37 0.17
C 3.7644 13.2925 -19.3316 0.14 0.44 0.68
N 4.5775 14.2020 -18.6794 0.74 -0.27 0.39
C 5.4755 13.5337 -17.9481 0.74 0.09 -0.39
C 4.6255 15.6400 -18.9438 0.43 0.07 -1.23
H 6.1830 11.5732 -15.4163 0.12 0.46 -0.02
H 7.5465 12.0753 -16.5394 -0.07 0.21 0.40
H 7.2943 10.3937 -16.0846 0.18 0.14 0.21
H 5.1509 10.3146 -17.2251 -0.16 0.01 -0.35
H 6.5120 10.6431 -18.3530 0.11 -0.49 0.26
H 3.6876 11.1031 -18.8550 -0.04 0.03 -0.83
H 3.0138 13.6652 -20.0073 -0.24 -0.36 0.09
H 6.3391 13.9792 -17.4817 -0.26 0.09 0.34
H 5.1548 15.7296 -19.8962 -0.27 0.24 -0.09
H 5.2139 16.2279 -18.2463 -0.24 -0.45 0.57
H 3.6233 16.0387 -19.0611 -0.03 -0.03 0.18
C 11.6532 20.1479 -10.9115 -0.79 -0.80 -0.06
N 10.4264 19.9844 -11.8057 0.25 0.32 0.74
C 9.2782 20.6660 -11.1346 -0.97 0.23 -0.86
C 10.7771 20.5961 -13.1202 -0.11 0.48 -0.38
C 10.0850 18.5116 -12.0124 1.30 0.24 -0.38
C 8.7760 18.2253 -12.7431 -0.89 -0.36 0.09
O 8.2130 17.0188 -12.2451 0.40 0.06 -0.39
H 12.4251 19.4752 -11.2754 0.16 0.18 -0.02
H 11.3436 19.8496 -9.9126 0.18 0.03 0.07
H 11.9429 21.1924 -10.9347 0.12 -0.03 0.00
H 8.7390 19.9734 -10.4917 0.39 -0.10 0.22
H 8.5829 20.9252 -11.9332 -0.05 0.19 0.16
H 9.5257 21.5771 -10.5976 0.50 -0.12 -0.06
H 11.2080 21.5922 -13.0243 -0.07 -0.04 0.47
H 9.8879 20.7239 -13.7354 0.01 -0.42 -0.06
H 11.5372 19.9712 -13.5818 -0.16 -0.06 -0.16
H 10.2233 17.9954 -11.0632 -0.68 0.14 0.19
H 10.9379 18.1715 -12.6035 -0.15 -0.23 -0.10
H 8.9093 18.1311 -13.8236 0.33 0.14 0.01
H 8.0100 18.9973 -12.6177 0.34 0.37 0.11
H 7.7331 16.6233 -13.0044 0.03 0.08 0.56
B 6.3569 15.2528 -14.4691 -0.34 0.34 0.23
F 5.2189 15.2927 -15.2614 -0.08 -0.30 -0.44
F 7.1642 16.3940 -14.7480 0.32 0.43 0.06
F 5.9467 15.3452 -13.1155 0.49 -0.40 -0.34
F 7.1611 14.1416 -14.7663 -0.28 -0.20 0.22
```
Forces are in eV/Å.

Record 2
Density functional theory data (ωB97M-V/def2-TZVPD) for a 6-piece molecular cluster, C29H58BO11P overall at a distorted geometry.

Output
E_LUMO in eV: 0.26
Energy above the lowest of the compared OMol25 structures with the same formula, charge and spin in eV: 2.207
Highest occupied orbital energy in eV: -8.2
Electronic energy in hartree: -2333.51223
Orbital gap in eV: 8.4673

XYZ file:
```
100
Properties=species:S:1:pos:R:3:forces:R:3
C -4.6329 0.8215 1.9710 0.91 -0.11 0.59
C -3.2861 1.6884 2.0828 -0.49 1.19 0.67
P -2.3787 1.9043 0.4086 -0.73 -0.60 -0.21
C -2.7403 3.6946 -0.0878 -0.52 1.01 0.34
C -0.5535 1.6278 0.8511 0.76 1.11 2.65
C 0.1550 2.8802 1.6135 0.58 -0.17 0.27
C 0.1464 2.6574 3.2266 -0.55 -0.25 -1.88
O 0.7109 3.8237 3.9121 -0.67 -1.61 1.82
C 0.7100 3.4989 5.3090 3.33 -0.43 0.70
O 1.7684 3.1629 5.8702 -3.96 1.26 -1.86
O 0.3032 1.2973 -0.2723 -1.71 -1.51 -0.43
C -0.3111 0.3914 -1.1785 -1.59 1.39 -3.97
O -0.6246 0.8431 -2.3146 1.54 -1.65 4.18
C -0.5957 -1.1509 -0.9116 0.77 0.03 -0.13
B 0.5734 -1.9419 -0.1102 1.31 -1.04 0.68
O 1.1691 -3.1502 -0.6824 -2.27 0.77 1.47
O 1.0629 -1.5578 1.1947 -1.83 -1.24 -1.41
H -5.1283 0.9864 0.9596 0.50 -0.28 1.44
H -5.3086 1.1270 2.8551 0.87 -0.57 -1.57
H -4.3363 -0.2819 2.1075 -0.73 1.57 -0.42
H -3.5989 2.7422 2.4408 0.62 -1.50 -0.45
H -2.6083 1.2710 2.8986 -0.84 0.43 -1.15
H -2.3446 4.4776 0.6578 -0.39 -1.07 -1.24
H -3.8904 3.8124 -0.0582 1.72 -0.42 -0.02
H -2.4357 3.9384 -1.1716 -0.19 -0.52 1.82
H -0.5404 0.7668 1.6264 -0.16 0.98 -1.34
H -0.3311 3.8813 1.3762 0.57 -1.35 0.24
H 1.2321 2.9366 1.2189 -1.53 -0.05 0.76
H 0.7744 1.7317 3.4507 -0.93 1.16 -0.09
H -0.9492 2.5482 3.5379 1.48 -0.10 -0.20
H -0.2811 3.6027 5.8769 1.11 -0.13 -1.03
H -0.6947 -1.6684 -1.9366 0.01 1.18 1.53
H -1.5725 -1.3235 -0.3463 1.16 0.59 -0.62
H 0.5830 -3.9297 -0.4686 0.97 0.83 -0.61
H 0.9158 -2.3673 1.7465 0.83 0.92 -0.48
C -3.1859 7.1251 4.2538 0.35 0.18 -0.30
C -4.6977 7.1794 4.2467 -0.32 0.20 0.24
C -5.0609 5.7493 3.8957 -0.09 -0.26 -0.20
O -4.0198 4.9156 4.4249 -0.05 0.24 -0.10
C -2.9245 5.7454 4.8226 0.11 -0.24 0.31
H -2.7193 7.9213 4.8361 -0.02 -0.08 -0.03
H -2.8077 7.1845 3.2278 0.02 0.01 0.08
H -5.0657 7.4237 5.2485 -0.01 0.00 -0.08
H -5.1081 7.9081 3.5458 0.02 -0.08 0.03
H -5.0908 5.6019 2.8107 -0.08 0.05 -0.02
H -6.0227 5.4451 4.3150 0.10 -0.09 -0.01
H -2.9018 5.7670 5.9178 0.10 0.05 0.01
H -1.9877 5.3123 4.4626 -0.06 -0.06 -0.02
C 3.7725 6.9756 1.3045 0.17 0.37 -0.21
C 3.1323 6.7393 2.6550 0.14 -0.22 0.37
C 1.6856 6.4904 2.2781 -0.41 0.11 0.02
O 1.6930 5.8902 0.9755 0.24 0.13 0.12
C 3.0100 6.0076 0.4208 -0.09 -0.32 -0.13
H 4.8502 6.8041 1.2928 -0.08 -0.01 -0.02
H 3.5857 8.0047 0.9801 0.05 -0.07 -0.01
H 3.5582 5.8417 3.1155 -0.06 0.06 0.02
H 3.2544 7.5706 3.3515 -0.03 -0.05 -0.05
H 1.1246 7.4295 2.2112 0.03 0.06 0.06
H 1.1767 5.8302 2.9836 0.04 0.04 -0.20
H 3.4689 5.0129 0.4335 0.08 0.03 -0.06
H 2.9437 6.3472 -0.6152 -0.10 -0.06 0.05
C -1.8734 -7.5482 -2.2039 -0.20 0.22 -0.37
C -0.7035 -8.4887 -2.0158 0.04 -0.41 0.12
C 0.3059 -7.6009 -1.3158 0.41 0.12 0.04
O -0.4430 -6.6507 -0.5413 -0.23 0.01 -0.20
C -1.8211 -6.7215 -0.9342 -0.05 0.05 0.35
H -2.8290 -8.0572 -2.3412 0.05 0.06 0.03
H -1.6982 -6.9076 -3.0745 -0.06 -0.04 0.05
H -0.9940 -9.3148 -1.3583 0.05 0.02 -0.06
H -0.3248 -8.9113 -2.9476 0.01 0.05 0.09
H 0.9117 -7.0423 -2.0368 0.06 -0.11 -0.01
H 0.9746 -8.1626 -0.6612 -0.02 0.16 -0.03
H -2.3762 -7.2050 -0.1229 -0.09 0.03 -0.05
H -2.2162 -5.7124 -1.0736 0.07 -0.01 0.06
C 1.2782 1.1615 -6.7861 0.15 0.34 -0.21
C 0.6191 0.9192 -5.4458 0.14 -0.15 0.37
C -0.8200 0.6612 -5.8449 -0.33 0.06 -0.02
O -0.7879 0.0626 -7.1490 0.29 0.13 0.06
C 0.5361 0.1898 -7.6827 -0.12 -0.30 -0.11
H 2.3573 0.9974 -6.7815 -0.07 0.00 -0.02
H 1.0895 2.1899 -7.1121 0.05 -0.07 -0.01
H 1.0438 0.0240 -4.9800 -0.05 0.08 0.03
H 0.7246 1.7498 -4.7468 -0.06 -0.11 -0.02
H -1.3859 1.5961 -5.9188 0.00 0.01 0.11
H -1.3354 -0.0032 -5.1482 0.00 0.03 -0.11
H 1.0017 -0.8019 -7.6642 0.09 0.03 -0.06
H 0.4836 0.5305 -8.7194 -0.10 -0.06 0.03
C 5.2572 -10.4630 -1.5283 0.09 -0.39 -0.25
C 5.6690 -9.0104 -1.6206 0.27 0.28 0.25
C 4.3898 -8.3497 -2.0956 -0.23 0.14 -0.24
O 3.3028 -9.1247 -1.5707 0.30 -0.12 0.00
C 3.8239 -10.3540 -1.0468 -0.25 0.05 0.24
H 5.8859 -11.0567 -0.8626 -0.07 0.03 -0.03
H 5.2838 -10.9203 -2.5228 0.00 -0.01 0.09
H 5.9358 -8.6368 -0.6266 0.01 0.01 -0.09
H 6.5132 -8.8341 -2.2891 -0.08 0.01 0.03
H 4.3159 -8.3655 -3.1882 0.07 0.07 -0.01
H 4.3008 -7.3154 -1.7556 -0.11 -0.08 -0.01
H 3.7756 -10.2995 0.0463 0.02 -0.10 0.01
H 3.2036 -11.1884 -1.3815 -0.06 0.11 0.00
```
Forces are in eV/Å.